No. 1
{
  "formula": "C12H11FN2O",
  "method": "ωB97M-V/def2-TZVPD",
  "gap_ev": 7.826,
  "charge": 2,
  "species": ["O", "C", "F", "C", "N", "C", "C", "C", "C", "C", "C", "N", "C", "C", "C", "C", "H", "H", "H", "H", "H", "H", "H", "H", "H", "H", "H"],
  "xyz": [[1.29868, 2.82329, 4.90489], [0.47332, 2.73269, 3.98613], [0.48677, 3.67110, 2.88846], [-0.65453, 1.55800, 3.96035], [-0.58636, 0.98843, 2.55637], [0.52469, 0.06305, 2.32671], [0.78078, -0.58108, 0.94098], [-0.18829, -0.22101, -0.25206], [0.10490, -0.84490, -1.68108], [-0.83153, -0.54068, -2.92301], [-0.51571, -1.21307, -4.30032], [0.59991, -2.11947, -4.51733], [1.50926, -2.39664, -3.41456], [1.32610, -1.79894, -1.99467], [-1.39265, 0.74513, 0.06894], [-1.54896, 1.33401, 1.51619], [-0.36725, 0.76911, 4.75345], [-1.69598, 1.96203, 4.22058], [1.23947, -0.20133, 3.17434], [1.67184, -1.29108, 0.84041], [-1.71257, 0.17677, -2.75384], [-1.19319, -1.01116, -5.19465], [0.78191, -2.57650, -5.42526], [2.39290, -3.09219, -3.59508], [2.05476, -2.02633, -1.15056], [-2.15828, 1.03239, -0.74435], [-2.39999, 2.05836, 1.80899]],
  "forces_ev_per_angstrom": [[-3.840, -0.375, -4.459], [2.729, 1.052, 2.993], [-0.536, -2.645, 2.362], [0.559, 1.181, -0.029], [0.273, -1.984, -2.603], [-1.190, -0.297, -3.761], [-3.097, 2.725, 0.873], [0.029, 0.842, 2.877], [0.157, -1.170, -3.570], [3.272, -2.374, 0.136], [0.603, 0.212, 2.496], [-0.455, 2.087, 4.847], [-1.642, 1.710, 1.855], [-2.749, 1.109, -2.393], [2.384, -0.813, 2.494], [2.261, -2.043, -1.612], [-0.330, 1.322, -1.514], [1.562, -0.506, -0.676], [-1.345, 0.693, -1.075], [-1.575, 1.261, 0.205], [1.495, -1.423, -0.865], [1.142, -0.377, 1.372], [-0.315, 0.467, 0.540], [-1.469, 1.071, 0.039], [-0.966, 0.094, -1.701], [1.397, -0.442, 1.713], [1.645, -1.376, -0.543]],
  "lowdin_charge": [0.155, -0.271, 0.035, -0.002, -0.082, 0.076, 0.081, -0.061, -0.059, 0.077, 0.059, 0.079, 0.054, 0.070, 0.086, 0.093, 0.168, 0.163, 0.163, 0.119, 0.116, 0.151, 0.179, 0.152, 0.109, 0.122, 0.168]
}


No. 2
{
  "formula": "C40H59N4O3SSiSr",
  "method": "ωB97M-V/def2-TZVPD",
  "gap_ev": 7.610,
  "charge": 1,
  "species": ["Sr", "C", "N", "C", "C", "C", "C", "C", "C", "N", "C", "C", "C", "C", "C", "C", "N", "C", "C", "C", "C", "C", "N", "H", "H", "H", "H", "H", "H", "H", "H", "H", "H", "H", "H", "H", "H", "H", "H", "H", "H", "C", "C", "C", "C", "C", "C", "C", "C", "C", "C", "H", "H", "H", "H", "H", "H", "H", "H", "H", "H", "H", "H", "H", "H", "C", "C", "C", "C", "O", "Si", "S", "O", "C", "C", "C", "C", "O", "C", "C", "C", "C", "H", "H", "H", "H", "H", "H", "H", "H", "H", "H", "H", "H", "H", "H", "H", "H", "H", "H", "H", "H", "H", "H", "H", "H", "H", "H", "H"],
  "xyz": [[-0.76313, 0.33918, 0.13112], [0.21942, 3.19016, -0.02438], [0.01126, 2.39536, -1.23169], [1.11790, 2.37108, -2.17606], [2.07993, 1.22653, -1.93955], [3.41235, 1.36665, -2.30384], [4.27592, 0.29748, -2.13662], [3.77612, -0.87980, -1.60409], [2.43610, -0.92568, -1.26003], [1.59392, 0.09746, -1.41639], [-1.28950, 2.67379, -1.83150], [-1.80298, 1.57986, -2.74490], [-2.67944, 1.95466, -3.75412], [-3.22703, 0.95872, -4.54358], [-2.88048, -0.36398, -4.29153], [-2.01671, -0.63693, -3.24668], [-1.48270, 0.31447, -2.47237], [1.45206, 2.74696, 0.72185], [2.50442, 3.60055, 1.00188], [3.58917, 3.11376, 1.71770], [3.59089, 1.78951, 2.12002], [2.50257, 0.99891, 1.78574], [1.45921, 1.46127, 1.10197], [-0.65828, 3.03316, 0.62367], [0.26006, 4.27697, -0.18562], [1.66908, 3.31936, -2.17131], [0.70536, 2.25813, -3.18194], [3.76268, 2.30604, -2.71196], [5.31808, 0.38333, -2.41447], [4.40593, -1.74479, -1.45019], [2.01401, -1.82678, -0.82981], [-1.28392, 3.62101, -2.38864], [-2.01292, 2.81666, -1.01964], [-2.91905, 2.99745, -3.90951], [-3.91376, 1.20111, -5.34366], [-3.28232, -1.17253, -4.88513], [-1.74040, -1.65882, -3.01263], [2.46973, 4.63181, 0.67732], [4.42071, 3.76334, 1.95696], [4.41361, 1.37240, 2.68300], [2.46779, -0.04750, 2.06877], [0.25727, -5.87558, -1.54896], [-0.12690, -4.40057, -1.64421], [0.69159, -3.69881, -2.73308], [0.01374, -3.68358, -0.31898], [1.19666, -3.72564, 0.41560], [1.33122, -3.03795, 1.61499], [0.27632, -2.29919, 2.14549], [0.38509, -1.57614, 3.46208], [-0.91971, -2.28535, 1.42747], [-1.04565, -2.95002, 0.21234], [0.07418, -6.37669, -2.50001], [-0.31857, -6.38754, -0.77790], [1.31703, -5.99616, -1.31669], [-1.18365, -4.34549, -1.92436], [1.76048, -3.84472, -2.55500], [0.50850, -2.62217, -2.75510], [0.45788, -4.10897, -3.71586], [2.03457, -4.30707, 0.04794], [2.26587, -3.09764, 2.16120], [0.25501, -0.49558, 3.34748], [1.35284, -1.75257, 3.93039], [-0.39045, -1.91016, 4.15181], [-1.78150, -1.76696, 1.84862], [-2.00030, -2.93816, -0.30595], [-0.32800, 2.86770, 4.13768], [-1.06840, 4.11403, 3.66555], [-1.75677, 4.81965, 4.82855], [-0.11240, 5.08776, 2.99050], [-2.01680, 3.74876, 2.64753], [-3.34306, 2.76568, 2.65637], [-3.12130, 1.07691, 1.44644], [-3.62743, 2.31222, 4.20148], [-4.82512, 1.92977, 4.89327], [-5.70396, 1.05944, 4.00320], [-5.56908, 3.19475, 5.30895], [-4.36605, 1.14798, 6.11582], [-4.61129, 3.66251, 2.14867], [-4.78694, 4.77109, 1.27796], [-6.26840, 4.81084, 0.93118], [-4.36651, 6.04460, 2.00223], [-3.94881, 4.56805, 0.01706], [0.42080, 3.12794, 4.88811], [0.18114, 2.39012, 3.29514], [-1.03075, 2.15752, 4.57747], [-1.00494, 5.20238, 5.52245], [-2.41588, 4.14103, 5.36053], [-2.34291, 5.66247, 4.45801], [0.69328, 5.37337, 3.66832], [-0.64911, 5.98856, 2.68868], [0.32769, 4.63525, 2.10410], [-6.01502, 1.60695, 3.11206], [-6.59676, 0.75738, 4.55338], [-5.16545, 0.16513, 3.68796], [-5.88067, 3.75211, 4.42553], [-4.92279, 3.83164, 5.91546], [-6.45413, 2.94413, 5.89608], [-3.80598, 0.26515, 5.80402], [-5.22095, 0.82754, 6.71238], [-3.72008, 1.76810, 6.73967], [-6.86011, 4.92294, 1.84037], [-6.56394, 3.88186, 0.44224], [-6.48876, 5.64754, 0.26668], [-4.93078, 6.14504, 2.93060], [-4.55777, 6.92287, 1.38371], [-3.30294, 6.00785, 2.24338], [-4.23614, 3.62897, -0.46264], [-2.88757, 4.53381, 0.27928], [-4.10242, 5.38743, -0.68772]],
  "forces_ev_per_angstrom": [[0.347, -0.550, -0.188], [0.033, 0.214, 0.236], [-0.337, -0.109, 0.063], [-0.003, -0.005, 0.015], [0.034, -0.002, -0.017], [-0.004, -0.009, 0.000], [-0.016, -0.012, 0.010], [-0.008, 0.019, -0.007], [0.005, -0.036, 0.009], [0.068, -0.030, -0.071], [0.073, 0.331, -0.142], [-0.125, 0.560, 0.249], [0.065, -0.409, -0.214], [0.008, -0.084, 0.014], [0.015, 0.037, 0.025], [-0.013, 0.025, -0.079], [-0.241, 0.058, 0.086], [0.106, -0.148, -0.014], [0.034, -0.031, -0.009], [0.003, 0.012, -0.006], [-0.013, -0.019, -0.008], [0.057, 0.049, -0.068], [-0.160, 0.126, 0.283], [0.046, 0.131, 0.103], [0.029, -0.074, -0.276], [-0.025, -0.001, -0.003], [0.003, -0.025, 0.003], [0.005, -0.003, 0.001], [0.001, 0.002, 0.005], [0.007, -0.002, -0.005], [0.034, 0.081, -0.037], [-0.001, -0.009, 0.017], [-0.036, -0.094, 0.022], [0.015, 0.001, -0.011], [-0.002, 0.007, 0.005], [-0.002, 0.004, -0.005], [0.005, -0.003, 0.009], [-0.014, 0.006, -0.003], [0.000, -0.004, 0.005], [0.002, -0.003, -0.005], [-0.005, 0.003, 0.016], [-0.031, -0.046, -0.002], [-0.009, 0.050, -0.041], [0.040, -0.008, 0.058], [-0.001, -0.021, 0.011], [-0.021, -0.022, 0.026], [-0.019, -0.009, 0.014], [0.020, 0.031, -0.030], [0.013, 0.009, 0.014], [-0.187, 0.070, 0.115], [0.037, -0.031, -0.015], [-0.001, 0.005, -0.001], [0.000, 0.000, 0.000], [-0.003, 0.011, 0.006], [0.000, 0.008, 0.010], [0.001, 0.011, -0.024], [-0.048, -0.001, -0.018], [0.024, -0.020, -0.005], [0.001, 0.006, -0.001], [0.001, -0.004, 0.001], [-0.010, -0.011, -0.002], [-0.001, 0.006, -0.002], [0.004, -0.007, -0.001], [-0.008, -0.022, -0.005], [0.000, -0.001, 0.006], [-0.024, -0.015, 0.007], [-0.053, 0.013, -0.078], [0.028, 0.011, -0.051], [-0.016, 0.062, 0.017], [0.193, -0.098, 0.045], [-0.174, -0.067, 0.096], [0.266, 0.033, -0.240], [0.230, 0.155, -0.087], [-0.124, -0.008, 0.012], [0.000, -0.012, 0.029], [0.017, -0.001, -0.013], [0.030, 0.018, -0.018], [-0.141, -0.140, 0.216], [0.127, 0.053, -0.147], [0.010, -0.001, 0.012], [0.008, 0.006, 0.019], [-0.037, 0.009, -0.039], [0.001, 0.005, 0.009], [-0.029, 0.000, 0.025], [0.013, 0.003, -0.020], [-0.032, -0.013, -0.001], [-0.068, -0.071, 0.039], [0.001, -0.015, 0.018], [0.005, 0.010, 0.013], [0.007, 0.005, -0.011], [-0.002, 0.024, 0.049], [-0.004, -0.001, 0.003], [-0.008, -0.004, -0.016], [0.003, 0.011, -0.002], [0.003, 0.007, 0.003], [0.004, -0.004, 0.001], [0.003, -0.014, -0.005], [-0.001, -0.003, 0.006], [-0.006, 0.004, -0.002], [0.000, -0.003, -0.003], [0.002, 0.004, -0.001], [0.004, -0.001, -0.004], [-0.003, 0.004, -0.003], [0.002, 0.006, 0.002], [-0.003, 0.008, -0.013], [-0.028, 0.000, -0.013], [0.044, 0.003, 0.008], [-0.019, -0.009, 0.006], [-0.020, 0.020, 0.009]],
  "lowdin_charge": [1.191, -0.162, -0.266, -0.097, -0.262, -0.008, -0.040, -0.039, -0.129, 0.061, -0.155, -0.275, 0.001, -0.029, -0.037, -0.112, 0.033, -0.297, -0.009, -0.026, -0.029, -0.116, 0.025, 0.090, 0.144, 0.138, 0.142, 0.121, 0.116, 0.112, 0.079, 0.143, 0.089, 0.124, 0.119, 0.113, 0.102, 0.126, 0.119, 0.114, 0.106, -0.058, -0.383, -0.060, -0.210, -0.040, -0.030, -0.287, -0.033, -0.138, -0.048, 0.085, 0.089, 0.077, 0.131, 0.083, 0.059, 0.087, 0.123, 0.121, 0.068, 0.084, 0.096, 0.094, 0.124, -0.013, -0.625, -0.013, -0.015, -0.169, -0.180, 0.201, -0.168, -0.642, -0.044, -0.019, -0.028, -0.154, -0.645, -0.022, -0.017, -0.042, 0.095, 0.064, 0.085, 0.094, 0.072, 0.087, 0.097, 0.093, 0.043, 0.077, 0.092, 0.074, 0.075, 0.085, 0.091, 0.086, 0.089, 0.085, 0.088, 0.090, 0.088, 0.093, 0.091, 0.066, 0.081, 0.066, 0.092]
}


Number 1: highest occupied orbital energy -0.6270 hartree. Number 2: highest occupied orbital energy -0.3679 hartree.